No. 1
148
Properties=species:S:1:pos:R:3 method="wB97M-V/def2-TZVPD" largest_force_ev_per_a=3.7 homo_lumo_gap_ev=8.733 e_homo_ev=-15.44 total_charge=+4
C 4.170 -5.642 -0.227
C 4.096 -5.534 1.303
C 4.643 -4.132 1.739
N 4.354 -3.876 3.178
C 2.885 -3.956 3.481
C 5.160 -4.846 3.996
C 5.238 -4.093 5.346
C 4.951 -2.604 5.123
C 4.757 -2.500 3.608
H 5.212 -5.810 -0.556
H 3.688 -4.760 -0.678
H 3.681 -6.530 -0.556
H 4.754 -6.333 1.804
H 3.076 -5.641 1.690
H 4.206 -3.338 1.163
H 5.705 -4.089 1.642
H 2.385 -3.596 2.569
H 2.657 -3.388 4.366
H 2.582 -4.973 3.653
H 4.648 -5.801 4.026
H 6.132 -4.908 3.585
H 4.475 -4.538 5.997
H 6.249 -4.287 5.746
H 4.059 -2.277 5.613
H 5.746 -1.954 5.457
H 4.063 -1.787 3.206
H 5.725 -2.199 3.095
C -0.284 5.215 -2.576
C 0.699 4.616 -1.620
C 1.987 4.069 -2.256
N 2.760 3.270 -1.245
C 3.060 3.998 0.052
C 4.080 2.898 -1.951
C 3.810 1.601 -2.690
C 2.860 0.869 -1.751
C 2.057 1.914 -1.027
H 0.020 6.134 -3.081
H -1.290 5.337 -2.152
H -0.414 4.515 -3.421
H 0.247 3.895 -0.962
H 1.076 5.384 -0.961
H 2.639 4.928 -2.574
H 1.889 3.394 -3.089
H 2.161 4.256 0.604
H 3.760 4.853 -0.099
H 3.505 3.223 0.697
H 4.799 2.805 -1.127
H 4.364 3.761 -2.554
H 4.725 1.022 -2.822
H 3.305 1.731 -3.648
H 3.427 0.238 -1.059
H 2.253 0.159 -2.275
H 2.019 1.789 0.076
H 1.001 1.955 -1.291
C 1.822 1.581 6.228
C 2.781 2.578 5.653
N 2.525 4.057 5.846
C 1.247 4.438 5.155
C 2.425 4.448 7.297
C 2.502 5.937 7.634
C 3.569 4.742 4.992
C 5.033 4.765 5.401
O 5.345 5.836 6.284
C 6.606 6.568 5.958
H 0.778 1.896 6.193
H 2.086 1.432 7.275
H 1.908 0.628 5.649
H 2.690 2.499 4.576
H 3.802 2.495 5.966
H 0.461 3.958 5.776
H 1.270 4.082 4.123
H 1.118 5.507 5.066
H 3.279 3.883 7.753
H 1.525 3.929 7.685
H 3.477 6.337 7.330
H 2.392 5.990 8.719
H 1.652 6.478 7.215
H 3.256 5.772 4.826
H 3.506 4.117 4.114
H 5.509 5.014 4.473
H 5.480 3.825 5.658
H 6.384 7.576 6.391
H 6.676 6.577 4.890
H 7.477 6.114 6.412
C -7.391 -5.528 3.249
C -6.156 -6.056 2.596
N -5.486 -5.045 1.646
C -6.341 -4.055 0.963
C -4.459 -4.380 2.605
C -3.779 -3.126 2.041
C -4.563 -5.799 0.695
C -5.289 -6.527 -0.484
O -6.010 -5.637 -1.312
C -6.789 -6.462 -2.254
H -8.169 -5.082 2.677
H -7.023 -4.810 4.008
H -7.945 -6.353 3.681
H -6.299 -6.944 1.902
H -5.404 -6.347 3.310
H -7.295 -4.526 0.607
H -5.819 -3.609 0.136
H -6.523 -3.320 1.763
H -3.852 -5.205 2.994
H -5.125 -3.895 3.368
H -3.415 -3.375 1.002
H -2.959 -2.828 2.698
H -4.439 -2.312 1.887
H -4.047 -6.591 1.286
H -3.903 -5.067 0.115
H -6.067 -7.105 0.121
H -4.460 -7.052 -1.079
H -7.380 -7.160 -1.578
H -6.022 -6.826 -2.895
H -7.549 -5.921 -2.763
C -2.835 3.158 -9.010
C -4.243 2.803 -8.684
N -4.679 1.391 -9.166
C -6.049 1.118 -8.683
C -4.684 1.288 -10.649
C -5.326 2.428 -11.334
C -3.653 0.385 -8.668
C -3.547 0.066 -7.212
O -2.856 1.094 -6.591
C -2.477 0.835 -5.177
H -2.850 4.221 -9.245
H -2.423 2.736 -9.922
H -2.130 2.922 -8.252
H -4.892 3.514 -9.213
H -4.453 2.797 -7.610
H -6.812 1.779 -9.177
H -6.102 1.275 -7.601
H -6.281 0.062 -8.886
H -5.041 0.260 -10.857
H -3.617 1.251 -10.908
H -4.627 3.234 -11.225
H -6.231 2.654 -10.795
H -5.532 2.238 -12.419
H -2.646 0.761 -8.908
H -3.828 -0.536 -9.229
H -2.915 -0.854 -7.163
H -4.478 -0.147 -6.722
H -1.819 -0.002 -5.083
H -3.346 0.717 -4.555
H -1.965 1.735 -4.933
N 3.511 1.074 2.449
O 3.816 0.382 1.484
O 4.044 1.004 3.515
O 2.528 1.805 2.345

No. 2
168
Properties=species:S:1:pos:R:3 method="wB97M-V/def2-TZVPD" e_above_lowest_ev=0.000 largest_force_ev_per_a=1.5 smiles="COP(=O)(OC)OC.COP(=O)(OC)OC.COP(=O)(OC)OC.COP(=O)(OC)OC.C1CCOC1.C1CCOC1.C1CCOC1.C1CCOC1.COCCOC.COCCOC.COCCOC" homo_lumo_gap_ev=9.576 e_homo_ev=-9.25
C 15.089 -9.662 -3.975
O 16.376 -9.379 -4.555
P 16.884 -10.271 -5.756
O 16.709 -11.714 -5.600
O 16.128 -9.670 -7.030
C 16.400 -8.386 -7.550
O 18.383 -9.800 -5.914
C 19.138 -10.271 -7.040
H 14.611 -10.492 -4.495
H 14.493 -8.754 -4.057
H 15.178 -9.891 -2.914
H 17.039 -8.421 -8.434
H 16.947 -7.744 -6.847
H 15.459 -7.882 -7.756
H 18.551 -10.968 -7.639
H 20.047 -10.758 -6.699
H 19.392 -9.402 -7.647
C 10.993 -14.902 -6.268
O 11.171 -13.554 -5.778
P 12.456 -12.743 -6.262
O 12.943 -13.026 -7.611
O 13.474 -12.936 -5.052
C 14.754 -13.526 -5.266
O 12.006 -11.256 -5.984
C 11.066 -10.605 -6.845
H 10.410 -14.845 -7.188
H 10.402 -15.425 -5.523
H 11.942 -15.383 -6.491
H 14.874 -13.979 -6.253
H 14.966 -14.317 -4.545
H 15.526 -12.757 -5.196
H 11.449 -9.614 -7.074
H 10.113 -10.511 -6.328
H 10.927 -11.163 -7.771
C 11.442 -10.122 -2.218
O 10.546 -10.378 -1.136
P 9.061 -10.840 -1.534
O 8.185 -9.771 -2.014
O 8.601 -11.571 -0.219
C 9.390 -12.632 0.340
O 9.277 -12.032 -2.577
C 9.036 -11.802 -3.978
H 12.393 -9.764 -1.825
H 11.070 -9.339 -2.885
H 11.620 -11.030 -2.798
H 10.268 -12.864 -0.253
H 8.724 -13.469 0.535
H 9.725 -12.289 1.323
H 8.693 -10.788 -4.171
H 8.285 -12.525 -4.295
H 9.957 -12.011 -4.512
C 16.463 -17.900 0.760
O 17.287 -16.883 0.189
P 18.292 -17.203 -0.994
O 18.656 -18.617 -1.147
O 17.614 -16.602 -2.314
C 16.419 -17.237 -2.768
O 19.446 -16.169 -0.709
C 20.564 -16.147 -1.587
H 16.870 -18.124 1.745
H 16.487 -18.838 0.202
H 15.433 -17.555 0.807
H 15.938 -17.850 -2.001
H 16.675 -17.939 -3.564
H 15.691 -16.500 -3.096
H 20.781 -15.156 -1.974
H 20.492 -16.853 -2.418
H 21.442 -16.515 -1.049
C 19.193 -7.432 -3.173
C 18.615 -6.934 -4.479
C 18.858 -5.419 -4.333
O 18.701 -5.146 -2.944
C 18.755 -6.355 -2.180
H 20.279 -7.523 -3.225
H 18.831 -8.439 -2.942
H 17.548 -7.105 -4.614
H 19.122 -7.325 -5.362
H 18.120 -4.874 -4.924
H 19.872 -5.125 -4.615
H 17.764 -6.578 -1.779
H 19.482 -6.258 -1.375
C 21.406 -12.271 0.886
C 22.673 -13.118 0.891
C 22.463 -13.918 2.177
O 21.079 -14.238 2.205
C 20.361 -13.246 1.478
H 21.064 -11.968 -0.104
H 21.501 -11.384 1.513
H 23.596 -12.544 0.929
H 22.673 -13.837 0.070
H 22.726 -13.323 3.063
H 23.038 -14.844 2.221
H 19.703 -12.675 2.135
H 19.808 -13.713 0.662
C 11.132 -15.202 -2.295
C 11.488 -15.625 -0.874
C 12.939 -16.171 -0.935
O 13.346 -16.073 -2.296
C 12.514 -15.108 -2.931
H 10.688 -14.208 -2.363
H 10.513 -15.914 -2.838
H 10.763 -16.317 -0.446
H 11.501 -14.767 -0.196
H 12.953 -17.213 -0.611
H 13.616 -15.598 -0.296
H 12.554 -15.296 -4.004
H 12.957 -14.116 -2.789
C 17.256 -14.177 2.553
C 16.054 -15.016 2.863
C 15.527 -14.320 4.127
O 16.660 -13.697 4.730
C 17.825 -13.947 3.940
H 17.025 -13.215 2.083
H 17.916 -14.681 1.843
H 16.349 -16.037 3.128
H 15.306 -15.152 2.080
H 15.072 -15.033 4.820
H 14.766 -13.565 3.909
H 18.308 -14.889 4.239
H 18.600 -13.190 4.011
C 13.937 -12.325 -0.916
O 15.297 -12.417 -0.585
C 15.899 -13.431 -1.358
C 17.377 -13.462 -1.061
O 18.041 -12.224 -1.280
C 17.827 -11.712 -2.569
H 13.507 -11.510 -0.330
H 13.397 -13.257 -0.723
H 13.810 -12.044 -1.971
H 15.733 -13.312 -2.436
H 15.498 -14.412 -1.061
H 17.886 -14.228 -1.655
H 17.561 -13.659 -0.008
H 18.307 -12.294 -3.365
H 18.361 -10.755 -2.617
H 16.774 -11.511 -2.761
C 13.013 -7.054 -1.134
O 14.007 -8.051 -0.991
C 15.159 -7.560 -0.345
C 16.107 -8.719 -0.142
O 17.147 -8.333 0.732
C 18.059 -9.405 0.892
H 12.784 -6.599 -0.163
H 12.099 -7.541 -1.463
H 13.356 -6.279 -1.825
H 14.876 -7.157 0.640
H 15.625 -6.716 -0.871
H 16.505 -9.051 -1.112
H 15.554 -9.552 0.308
H 18.467 -9.700 -0.075
H 17.595 -10.231 1.444
H 18.846 -9.073 1.573
C 21.177 -15.317 -5.213
O 19.970 -14.716 -4.816
C 19.048 -14.467 -5.851
C 18.397 -15.733 -6.379
O 19.306 -16.386 -7.260
C 18.948 -17.727 -7.496
H 21.893 -15.098 -4.418
H 21.531 -14.957 -6.183
H 21.149 -16.410 -5.305
H 19.536 -13.953 -6.686
H 18.234 -13.865 -5.442
H 17.472 -15.550 -6.942
H 18.126 -16.381 -5.534
H 18.930 -18.315 -6.573
H 19.648 -18.124 -8.228
H 17.948 -17.798 -7.950